# 1
Here is a structure of composition C47H38Br2N5O4Sn from OMol25. Energies are from wB97M-V/def2-TZVPD.

Results
HOMO: -3.770 eV
F_max: 2.36 eV Å⁻¹
LUMO: 2.20 eV

The geometry in ORCA input format:
```
! wB97M-V def2-TZVPD RIJCOSX def2/J DEFGRID3
* xyz -1 1
Sn -1.17317 -0.50855 -1.08614
C -1.50974 2.26817 -3.48981
O -1.85825 2.20153 -2.13489
C -1.40471 3.11997 -1.25786
C -0.67425 4.25520 -1.56840
C -0.31777 5.15230 -0.56691
C -0.69461 4.92437 0.74409
C -1.39269 3.77688 1.07609
C -1.73963 2.84781 0.09483
N -2.29646 1.61157 0.30950
N -2.75187 1.34516 1.47927
C -3.29252 0.13453 1.70144
C -3.74386 -0.75849 0.66737
O -3.56985 -0.56907 -0.56536
C -4.47780 -1.92416 1.09165
C -4.58303 -2.27985 2.39039
C -4.05206 -1.45954 3.42220
C -4.08622 -1.86018 4.76359
C -3.56754 -1.06207 5.75203
C -3.01405 0.17724 5.41954
C -2.95291 0.58087 4.11173
C -3.45338 -0.22649 3.07607
H -1.84976 3.20114 -3.95401
H -2.01850 1.42243 -3.94690
H -0.43126 2.15234 -3.63447
H -0.38180 4.46427 -2.58677
H 0.25409 6.03430 -0.82206
H -0.44272 5.64473 1.51113
H -1.65791 3.56371 2.10058
H -4.83970 -2.57057 0.30466
H -5.05709 -3.21187 2.67465
H -4.52452 -2.82052 5.00419
H -3.59283 -1.38229 6.78383
H -2.62813 0.81549 6.20217
H -2.51044 1.52717 3.84441
Br -1.76241 -1.92465 -6.26069
C -0.19190 -2.26113 -5.24677
C 0.88041 -2.89704 -5.84178
C 2.01722 -3.12765 -5.10225
Br 3.49629 -3.99500 -5.95594
C 2.11225 -2.74163 -3.75626
C 3.24571 -2.93437 -2.94304
C 3.21654 -2.52468 -1.63723
C 2.05606 -1.92286 -1.14224
N 0.99724 -1.71596 -1.88005
C 0.99202 -2.09515 -3.15886
C -0.21664 -1.82761 -3.90662
O -1.21648 -1.24933 -3.41172
H 0.82276 -3.20431 -6.87689
H 4.12769 -3.40391 -3.35884
H 4.07087 -2.66568 -0.99167
H 1.98672 -1.59943 -0.11497
C -2.58792 -4.87440 -0.75119
C -2.23695 -5.28158 0.52685
C -1.51481 -4.43267 1.33775
C -1.11418 -3.17205 0.88074
C -1.49014 -2.73200 -0.40018
C -2.24024 -3.60752 -1.18063
C -0.31469 -2.30061 1.73780
C 0.36129 -2.80994 2.88283
C 1.10646 -1.98398 3.66576
C 1.20764 -0.61643 3.33331
C 1.96957 0.30729 4.07419
C 2.05932 1.61342 3.67327
C 1.38604 2.03807 2.51939
C 0.65057 1.15829 1.77328
C 0.52751 -0.19106 2.15924
N -0.20044 -1.03097 1.40219
H -3.14687 -5.54367 -1.39529
H -2.53940 -6.25468 0.89305
H -1.29653 -4.75312 2.34745
H -2.56046 -3.27282 -2.15773
H 0.31378 -3.86420 3.10742
H 1.63518 -2.36063 4.53279
H 2.49202 -0.03752 4.95650
H 2.65756 2.31990 4.23083
H 1.46403 3.06835 2.20356
H 0.16595 1.46239 0.86441
O 1.35444 1.14523 -1.36678
C 2.55805 1.19746 -1.41382
C 3.46928 1.06028 -0.21560
C 4.07885 2.46780 0.00325
C 3.22803 3.62742 -0.55085
C 3.43908 3.95562 -2.03865
C 2.83343 2.91642 -2.99350
N 3.22498 1.58859 -2.56465
H 4.25427 0.32241 -0.38810
H 2.87963 0.76068 0.64922
H 5.07799 2.52061 -0.44003
H 4.19841 2.61729 1.07755
H 3.48853 4.52759 0.01049
H 2.17344 3.42523 -0.36228
H 4.51342 4.04688 -2.23292
H 2.97880 4.92289 -2.24658
H 3.17087 3.08502 -4.01795
H 1.74380 2.96179 -2.95666
H 4.23299 1.50580 -2.49576
*
```

---

# 2
Here is a cluster of 11 separate species, BH24O10 in total from OMol25. Energies are from wB97M-V/def2-TZVPD.

Results
HOMO: -5.322 eV
F_max: 4.66 eV Å⁻¹
energy above the lowest of the compared OMol25 structures with the same formula, charge and spin: 331.5 kJ/mol
LUMO: 2.33 eV

The geometry in ORCA input format:
```
! wB97M-V def2-TZVPD RIJCOSX def2/J DEFGRID3
* xyz -1 1
B -5.25929 -20.07753 -2.32130
H -6.16335 -19.53735 -2.55609
H -5.31879 -20.52241 -1.34009
H -4.92165 -20.79673 -3.05136
H -4.42602 -19.39260 -2.29377
O -2.25270 -18.32757 -6.05976
H -1.62734 -17.78807 -5.57593
H -2.85483 -18.65475 -5.39147
O -8.97152 -18.44446 0.72741
H -8.36234 -18.53904 -0.00484
H -8.53849 -18.88542 1.45834
O -3.78429 -24.94147 -5.30219
H -3.77317 -23.98615 -5.36119
H -3.21701 -25.14257 -4.55790
O -7.43698 -23.59114 3.24675
H -8.32379 -23.23941 3.32471
H -7.39710 -23.94690 2.35903
O -2.61901 -16.01338 1.08449
H -2.36171 -16.63391 1.76638
H -2.99688 -16.55837 0.39424
O -8.75834 -23.82057 -2.50038
H -8.05557 -23.17076 -2.49249
H -8.68189 -24.24639 -3.35422
O -12.01653 -20.58967 -1.94493
H -11.49327 -21.26345 -2.37906
H -11.37189 -19.98767 -1.57312
O -1.02530 -25.32390 -1.48444
H -0.11118 -25.23924 -1.21343
H -1.44767 -24.53052 -1.15523
O -1.65263 -20.93185 1.50016
H -2.35690 -20.73415 0.88280
H -2.10204 -21.25084 2.28279
O -7.48080 -14.37580 -1.99610
H -7.61043 -14.58912 -1.07203
H -7.42138 -15.22564 -2.43254
*
```

---

# 3
Here is a cluster of 4 separate species, C22H35IN2O4 in total from OMol25. Energies are from wB97M-V/def2-TZVPD.

Results
HOMO: -8.798 eV
F_max: 1.34 eV Å⁻¹
structure (SMILES): C#CCc1nc2c(CCCI)cccc2nc1COC.CCO.CCO.CCO
LUMO: -0.18 eV

The geometry in ORCA input format:
```
! wB97M-V def2-TZVPD RIJCOSX def2/J DEFGRID3
* xyz 0 1
C 0.28305 -2.72885 1.40855
C 1.03680 -1.84365 1.11724
C 2.08258 -0.91831 0.66495
C 1.53537 0.20818 -0.21727
N 0.32800 0.09954 -0.70111
C -0.07687 1.14399 -1.48158
C -1.39246 1.13009 -2.03693
C -2.30242 -0.03992 -1.70369
C -2.66218 0.01830 -0.17211
C -4.19405 0.11101 0.07216
I -4.67902 1.82399 1.30624
C -1.85904 2.15166 -2.82096
C -1.00607 3.27375 -3.07543
C 0.24791 3.30306 -2.53524
C 0.75636 2.24566 -1.73506
N 2.02408 2.36068 -1.22810
C 2.38159 1.33659 -0.49147
C 3.76630 1.39447 0.15380
O 3.59859 1.83949 1.49293
C 3.55882 3.26970 1.58719
H -0.24776 -3.51439 1.90157
H 2.52587 -0.46253 1.55943
H 2.87219 -1.42319 0.10032
H -3.21883 0.01279 -2.28983
H -1.77498 -0.98415 -1.87133
H -2.21452 -0.81671 0.37247
H -2.21426 0.92180 0.24821
H -4.52976 -0.77126 0.61800
H -4.75268 0.22542 -0.85557
H -2.85324 2.17388 -3.25508
H -1.33551 4.11380 -3.67968
H 0.88364 4.16613 -2.72015
H 4.25273 0.41586 0.13384
H 4.38451 2.07391 -0.44463
H 3.36196 3.73589 0.61668
H 2.75142 3.58685 2.25231
H 4.53009 3.60732 1.96859
C 2.13005 1.71444 4.66072
C 0.67535 1.38990 4.38156
O 0.31824 1.76647 3.05327
H 2.31208 2.78054 4.51833
H 2.41072 1.44349 5.68028
H 2.77968 1.17893 3.96430
H 0.02038 1.93903 5.05684
H 0.48545 0.31941 4.51582
H 0.88797 1.27943 2.44824
C -4.83096 -0.42932 -6.07668
C -4.07069 0.29992 -4.98518
O -4.95038 0.73348 -3.94818
H -5.59992 0.21681 -6.50157
H -4.15943 -0.74855 -6.87509
H -5.33449 -1.31138 -5.67337
H -3.58503 1.18726 -5.38874
H -3.29816 -0.34646 -4.55537
H -5.37957 -0.04726 -3.58328
C 2.25368 -6.46975 2.75703
C 2.97372 -5.19626 3.16220
O 3.21473 -4.35942 2.03706
H 2.83885 -7.01856 2.01823
H 2.08205 -7.11574 3.61990
H 1.28851 -6.23852 2.29911
H 3.94303 -5.43007 3.60082
H 2.38682 -4.64165 3.90316
H 2.35910 -4.13702 1.65132
*
```

---

- Which of these has the lowest F_max?
  C22H35IN2O4

---

- What is the F_max in the first record?
  2.36 eV Å⁻¹